(1)
A cluster of 9 separate species, C28H49FNO21 in total. Source: OMol25; level of theory: the ωB97M-V functional and the def2-TZVPD basis.

For the orbital gap, the calculation gives 9.2 eV. The calculated total energy comes out at -2830.8244 Eh. As for the LUMO energy: 2.1 eV. Its charge is -1.

Last column: Löwdin charge in e.
Atoms and positions in Å:
1 F 9.749 -4.039 -14.498  -0.53
2 O 11.569 -7.243 -11.192  -0.01
3 O 7.034 -9.196 -16.089  -0.08
4 O 11.335 0.978 -16.194  0.13
5 O 6.334 -7.696 -9.592  -0.02
6 O 7.797 -8.965 -18.296  0.02
7 O 12.404 -3.105 -8.517  -0.05
8 O 11.865 -2.452 -10.657  0.03
9 O 10.357 -2.565 -18.901  0.06
10 O 5.744 -2.989 -16.043  0.09
11 O 11.338 -0.056 -14.329  0.11
12 O 6.171 -5.349 -10.151  -0.08
13 O 11.267 2.142 -14.288  0.12
14 O 4.568 -1.600 -17.340  0.07
15 O 6.660 -1.102 -16.426  0.10
16 O 8.453 -7.461 -16.887  0.04
17 O 10.980 -9.346 -10.820  -0.02
18 O 8.567 -3.648 -18.430  0.09
19 O 8.291 -1.699 -19.391  0.14
20 O 7.729 -6.893 -11.292  -0.02
21 O 10.603 -4.250 -9.566  -0.07
22 O 10.903 -8.503 -13.174  -0.10
23 N 13.990 -3.252 -16.962  0.15
24 C 7.676 -1.791 -15.716  -0.27
25 C 8.343 -5.836 -11.985  -0.06
26 C 7.933 -1.163 -14.308  0.00
27 C 5.432 -7.428 -8.581  -0.10
28 C 9.533 -5.596 -19.260  0.00
29 C 11.605 -1.081 -15.214  -0.12
30 C 6.950 -10.031 -18.635  -0.04
31 C 6.710 -6.651 -10.373  -0.31
32 C 12.226 -3.950 -7.365  -0.04
33 C 11.369 1.076 -14.881  -0.63
34 C 8.615 -7.054 -15.506  -0.02
35 C 10.465 -10.676 -11.138  -0.01
36 C 11.050 -2.597 -11.813  -0.03
37 C 13.574 -3.909 -16.092  -0.20
38 C 12.984 -4.703 -14.956  -0.15
39 C 5.602 -1.868 -16.675  -0.55
40 C 12.061 -6.202 -11.999  -0.05
41 C 11.409 -0.385 -16.544  -0.29
42 C 7.056 -3.173 -15.600  -0.10
43 C 12.658 -7.079 -16.035  -0.09
44 C 9.017 -2.571 -18.946  -0.61
45 C 10.814 -3.601 -18.178  -0.17
46 C 12.002 -5.854 -15.425  -0.26
47 C 11.622 -3.269 -9.644  -0.37
48 C 12.513 -0.574 -17.595  -0.02
49 C 9.650 -4.549 -18.154  -0.27
50 C 11.190 -8.393 -11.746  -0.36
51 C 7.763 -8.498 -17.093  -0.51
52 H 8.917 -6.123 -12.858  0.06
53 H 9.808 -5.230 -20.270  0.11
54 H 11.731 -4.080 -18.679  0.17
55 H 7.163 -1.331 -13.540  0.09
56 H 5.968 -9.674 -18.529  0.09
57 H 9.510 -10.529 -11.635  0.10
58 H 13.348 -7.499 -15.321  0.06
59 H 11.814 -7.710 -16.251  0.06
60 H 12.406 -4.054 -14.316  0.07
61 H 8.116 -0.113 -14.363  0.07
62 H 9.326 -4.951 -17.238  0.10
63 H 12.802 -3.540 -6.523  0.10
64 H 5.613 -8.287 -7.850  0.11
65 H 4.374 -7.411 -8.843  0.10
66 H 11.151 -11.251 -11.787  0.10
67 H 12.504 0.099 -18.439  0.08
68 H 8.636 -1.785 -16.235  0.12
69 H 12.505 -4.935 -7.685  0.09
70 H 11.332 -3.502 -12.358  0.07
71 H 13.840 -5.033 -14.360  0.11
72 H 11.033 -3.219 -17.153  0.12
73 H 5.707 -6.539 -8.027  0.09
74 H 11.266 -5.953 -14.577  0.08
75 H 10.460 -0.849 -16.952  0.15
76 H 12.822 -6.701 -12.683  0.12
77 H 9.038 -6.042 -15.513  0.05
78 H 10.294 -11.195 -10.203  0.09
79 H 9.262 -7.639 -14.844  0.08
80 H 11.250 -5.683 -12.492  0.06
81 H 9.151 -5.431 -11.335  0.09
82 H 11.174 -3.900 -7.063  0.09
83 H 6.899 -10.200 -19.654  0.07
84 H 12.597 -1.468 -15.102  0.12
85 H 7.391 -3.870 -16.361  0.12
86 H 7.602 -5.093 -12.265  0.09
87 H 10.008 -2.716 -11.668  0.09
88 H 8.833 -1.641 -13.874  0.06
89 H 10.118 -6.473 -18.963  0.09
90 H 11.338 -5.498 -16.193  0.06
91 H 10.877 -1.889 -15.194  0.10
92 H 7.661 -6.899 -14.953  0.11
93 H 11.093 -1.705 -12.414  0.08
94 H 12.588 -5.522 -11.349  0.09
95 H 13.472 -0.454 -17.098  0.08
96 H 7.231 -10.939 -18.072  0.12
97 H 13.206 -6.914 -16.989  0.08
98 H 7.141 -3.580 -14.634  0.11
99 H 8.600 -6.088 -19.280  0.06
100 H 12.524 -1.537 -18.099  0.04

***

(2)
A structure of composition C24H30ClInN3OP. Source: OMol25; level of theory: the ωB97M-V functional and the def2-TZVPD basis.

For the orbital gap, the calculation gives 7.9 eV. The calculated total energy comes out at -2163.1686 Eh. As for the LUMO energy: -6.9 eV. Its charge is +2. Its energy above the lowest of the compared OMol25 structures with the same formula, charge and spin is 0.0000 eV.

Last column: Löwdin charge in e.
Atoms and positions in Å:
1 In -0.143 0.183 -0.315  0.52
2 Cl -1.330 0.411 -2.400  0.07
3 P 2.192 -0.459 -0.949  1.01
4 O 0.945 -0.898 3.098  0.17
5 N -3.436 0.152 1.232  -0.11
6 N -1.539 1.397 0.789  0.01
7 N -3.325 2.513 1.687  -0.11
8 C 4.594 -3.335 0.773  -0.04
9 C 2.867 -1.320 -3.551  -0.05
10 C 3.307 -1.369 0.182  -0.37
11 C 4.581 0.958 -1.448  -0.07
12 C 5.310 2.087 -1.825  -0.04
13 C 0.901 -3.319 -3.588  -0.05
14 C 2.039 -1.512 -2.434  -0.38
15 C -2.789 1.340 1.242  -0.35
16 C 3.731 -2.678 -0.106  -0.05
17 C 3.718 -0.749 1.371  -0.12
18 C -2.776 -0.988 0.587  -0.06
19 C 1.753 -3.154 -4.684  -0.03
20 C 2.510 2.189 -1.781  -0.10
21 C 4.599 -1.408 2.233  -0.05
22 C 2.735 -2.155 -4.662  -0.04
23 C -4.663 2.708 2.221  -0.03
24 C 4.645 3.272 -2.169  -0.03
25 C -2.515 3.718 1.546  -0.03
26 C 1.043 -2.506 -2.461  -0.12
27 C 3.177 1.000 -1.433  -0.37
28 C 0.540 -0.738 2.041  0.02
29 C 3.249 3.321 -2.133  -0.05
30 C 5.032 -2.706 1.941  -0.03
31 C -4.649 -0.195 1.946  -0.03
32 H -0.716 3.139 -3.526  0.01
33 H -0.532 3.776 -3.163  0.03
34 H -4.996 0.605 2.601  0.06
35 H 1.663 -3.810 -5.553  0.12
36 H -1.153 2.340 0.820  0.04
37 H -3.092 4.563 1.924  0.10
38 H -2.262 3.908 0.494  0.11
39 H 3.390 -3.164 -1.021  0.11
40 H 3.608 -0.519 -3.533  0.11
41 H 6.397 2.036 -1.849  0.12
42 H 0.366 -2.622 -1.608  0.10
43 H -1.843 -1.265 1.116  0.06
44 H -5.458 -0.435 1.237  0.12
45 H 4.954 -0.904 3.131  0.12
46 H 3.363 0.257 1.608  0.12
47 H 0.128 -4.089 -3.607  0.12
48 H 5.219 4.152 -2.469  0.13
49 H -4.756 2.330 3.249  0.10
50 H -4.464 -1.067 2.591  0.11
51 H -1.589 3.644 2.128  0.10
52 H 2.729 4.245 -2.390  0.12
53 H -2.601 -0.782 -0.487  0.03
54 H 1.414 2.221 -1.783  0.06
55 H -3.450 -1.847 0.650  0.12
56 H -5.432 2.268 1.578  0.11
57 H 4.934 -4.342 0.531  0.12
58 H -4.851 3.785 2.276  0.10
59 H 5.725 -3.219 2.615  0.13
60 H 3.407 -2.024 -5.510  0.12
61 H 5.096 0.041 -1.154  0.12

***

(3)
A structure of composition C21H24N2O6S. Source: OMol25; level of theory: the ωB97M-V functional and the def2-TZVPD basis.

For the orbital gap, the calculation gives 7.3 eV. The calculated total energy comes out at -1773.0524 Eh. As for the LUMO energy: 0.3 eV. Its energy above the lowest of the compared OMol25 structures with the same formula, charge and spin is 21.3421 eV.

Last column: Löwdin charge in e.
Atoms and positions in Å:
1 S 0.790 1.654 -1.251  0.70
2 O 2.188 1.675 1.804  -0.03
3 O 3.846 0.749 0.699  0.01
4 O 2.594 -2.605 1.383  0.07
5 O 1.574 0.638 -0.902  -0.25
6 O 0.782 -1.971 -2.955  0.15
7 O 0.799 1.769 -2.717  -0.30
8 N 3.177 -1.670 -0.548  0.06
9 N 0.254 -2.004 -0.837  0.10
10 C 3.170 2.868 -0.563  -0.04
11 C -3.456 -1.105 2.239  -0.01
12 C -2.720 -1.277 0.799  -0.30
13 C 1.143 -2.386 -1.959  -0.48
14 C -0.830 1.880 0.581  -0.05
15 C -1.775 -1.803 -1.898  0.03
16 C 3.985 -0.397 1.301  -0.09
17 C -3.517 -1.086 -0.356  -0.12
18 C 3.200 -1.825 0.716  -0.51
19 C 1.874 3.184 -0.746  -0.20
20 C 2.560 -2.622 -1.632  -0.04
21 C -3.137 1.888 -0.887  0.01
22 C -1.600 -1.652 0.828  -0.31
23 C -3.266 2.044 0.516  -0.04
24 C -1.834 1.907 -1.421  -0.03
25 C -0.609 -1.547 1.725  -0.06
26 C -3.086 -1.368 -1.619  -0.14
27 C -1.042 -1.824 -0.573  -0.11
28 C -0.787 1.777 -0.750  -0.40
29 C 3.029 1.710 0.774  -0.32
30 C -2.067 2.240 1.358  -0.02
31 H -4.706 -0.930 -0.262  0.15
32 H 0.029 1.818 1.628  0.22
33 H 3.278 -2.784 -2.451  0.13
34 H -1.062 -1.325 2.749  0.13
35 H 3.388 -0.700 -1.183  0.24
36 H -1.348 -1.678 -2.828  0.06
37 H 0.965 -2.401 0.184  0.23
38 H -3.913 1.985 -1.329  0.01
39 H -1.866 1.873 -2.270  0.01
40 H 3.630 2.271 -1.146  0.06
41 H -4.323 2.365 1.055  0.16
42 H 4.876 -0.761 1.714  0.11
43 H 2.639 -3.666 -0.920  0.19
44 H 3.301 -0.278 2.202  0.14
45 H -4.553 -0.906 1.998  0.08
46 H 1.270 3.714 0.078  0.16
47 H 1.826 3.697 -1.549  0.03
48 H -2.902 -0.190 2.586  0.06
49 H -2.223 2.160 2.409  0.07
50 H -3.904 -1.185 -2.414  0.13
51 H -0.235 -2.367 2.017  0.03
52 H 0.191 -0.853 1.604  0.10
53 H -3.284 -2.079 2.861  0.11
54 H 3.685 3.380 0.155  0.11

***

(4)
A structure of composition C4H7ClN2. Source: OMol25; level of theory: the ωB97M-V functional and the def2-TZVPD basis.

For the orbital gap, the calculation gives 9.5 eV. The calculated total energy comes out at -726.1990 Eh. As for the LUMO energy: 0.6 eV. Its energy above the lowest of the compared OMol25 structures with the same formula, charge and spin is 3.8505 eV.

Last column: Löwdin charge in e.
Atoms and positions in Å:
1 Cl -2.495 0.844 0.027  0.63
2 N 0.215 -1.829 0.426  0.05
3 N 0.510 0.443 -0.406  -0.16
4 C -1.248 -0.234 -0.597  -0.57
5 C 0.547 1.573 0.396  -0.24
6 C 1.104 -0.865 -0.070  -0.31
7 C -1.005 -1.474 0.192  -0.22
8 H 1.575 -1.163 -1.084  0.14
9 H 0.011 2.543 -0.029  0.11
10 H -1.923 -2.140 0.409  0.14
11 H 1.994 -0.564 0.564  0.13
12 H -1.035 -0.520 -1.677  0.13
13 H 0.131 1.474 1.440  0.08
14 H 1.619 1.912 0.410  0.09

***

(5)
A cluster of 20 separate species, ClH38O23 in total. Source: OMol25; level of theory: the ωB97M-V functional and the def2-TZVPD basis.

For the orbital gap, the calculation gives 8.8 eV. The calculated total energy comes out at -2213.3310 Eh. As for the LUMO energy: 1.8 eV. Its charge is -1. Its energy above the lowest of the compared OMol25 structures with the same formula, charge and spin is 0.8652 eV.

Last column: Löwdin charge in e.
Atoms and positions in Å:
1 Cl 0.347 0.111 -0.060  0.89
2 O 3.472 0.324 -1.718  -0.07
3 O 4.109 -0.657 1.153  -0.03
4 O 1.646 2.665 -1.777  -0.04
5 O -0.453 1.352 0.291  -0.33
6 O -0.180 -4.041 1.792  -0.06
7 O 2.710 2.625 1.635  -0.08
8 O -0.677 1.770 -3.544  -0.05
9 O 1.883 -2.637 0.571  -0.05
10 O -0.407 -1.165 0.248  -0.33
11 O -2.282 -0.526 -2.056  -0.02
12 O -2.651 -2.735 1.633  -0.02
13 O -0.901 4.387 1.830  -0.05
14 O 1.598 0.181 0.705  -0.36
15 O 0.841 -1.219 3.121  -0.02
16 O 0.646 0.173 -1.531  -0.34
17 O -0.740 4.177 -1.097  -0.06
18 O -0.160 -3.800 -1.098  -0.06
19 O 2.424 -2.359 -2.221  -0.03
20 O -3.327 2.978 -1.119  -0.04
21 O 0.181 -1.815 -3.619  -0.03
22 O -3.485 0.565 0.304  -0.04
23 O 0.068 1.335 2.884  -0.08
24 O -2.419 -0.017 2.708  -0.03
25 H -0.632 1.610 -2.605  -0.03
26 H -2.184 -0.893 2.415  0.00
27 H -2.512 -2.965 0.708  0.05
28 H 3.443 -0.631 -1.814  -0.01
29 H -0.211 1.474 1.945  -0.02
30 H 1.659 -1.783 0.936  -0.01
31 H 1.560 -2.177 -2.561  -0.03
32 H -1.112 2.643 -3.534  0.04
33 H -1.166 4.965 -0.852  0.02
34 H 3.262 2.666 0.833  0.04
35 H 0.567 -3.513 1.463  0.00
36 H 2.522 0.482 -1.640  -0.03
37 H -0.270 -1.077 -3.221  0.00
38 H 3.403 -0.195 0.785  -0.06
39 H -1.843 -2.852 2.027  -0.06
40 H 4.152 -1.438 0.592  0.03
41 H -0.018 -4.113 -0.196  -0.01
42 H -3.264 2.501 -1.987  0.08
43 H -4.398 0.677 0.588  0.08
44 H 0.252 -1.915 3.467  0.07
45 H -3.061 0.453 1.148  0.00
46 H 0.487 0.509 2.927  -0.07
47 H 2.715 -2.819 1.015  0.07
48 H -0.712 4.064 0.962  -0.03
49 H -3.144 2.277 -0.540  -0.03
50 H -0.481 -2.491 -3.734  0.05
51 H 2.303 -2.854 -1.449  -0.03
52 H 1.619 -1.503 3.566  0.05
53 H 0.071 -4.613 2.520  0.06
54 H 1.985 1.983 1.499  -0.01
55 H -0.157 4.995 1.951  0.05
56 H -2.269 -0.241 3.619  0.06
57 H -1.519 3.557 -0.999  0.03
58 H -2.570 -0.288 -1.201  -0.04
59 H 0.804 3.100 -1.649  -0.02
60 H -3.161 -0.774 -2.300  0.04
61 H -0.010 -2.854 -1.053  -0.02
62 H 1.646 2.362 -2.665  0.02

***

(6)
A cluster of 2 separate species, C3H11N in total. Source: OMol25; level of theory: the ωB97M-V functional and the def2-TZVPD basis.

Its structure (SMILES) is CCN.C. For the orbital gap, the calculation gives 10.4 eV. The calculated total energy comes out at -175.6233 Eh. As for the LUMO energy: 1.0 eV. Its energy above the lowest of the compared OMol25 structures with the same formula, charge and spin is 0.5412 eV.

Last column: Löwdin charge in e.
Atoms and positions in Å:
1 N -1.290 0.043 0.060  -0.04
2 C -2.563 1.990 -0.908  -0.13
3 C 3.584 -2.638 0.734  -0.05
4 C -1.233 1.432 -0.407  -0.39
5 H -2.137 0.029 0.713  0.09
6 H -0.495 -0.153 0.670  0.06
7 H -3.383 1.835 -0.173  0.06
8 H -0.875 2.106 0.399  0.10
9 H 3.990 -1.750 1.216  0.01
10 H 3.257 -2.446 -0.281  0.02
11 H -2.903 1.305 -1.719  0.08
12 H -2.564 3.074 -1.077  0.07
13 H 2.765 -3.019 1.323  0.01
14 H 4.427 -3.298 0.762  0.00
15 H -0.581 1.490 -1.310  0.11